Computed, not measured: a molecular structure, C17H11F10N3O4RuSe, with ωB97M-V/def2-TZVPD.

Last column: Mulliken spin population.
Atoms and positions in Å:
Ru1 -11.7647 10.4823 0.4556  2.499
C1 -14.2711 8.8836 0.8053  0.010
N1 -13.5930 10.0096 1.5624  -0.058
C2 -13.1873 9.6546 2.9182  0.019
C3 -12.0176 8.6570 2.8703  -0.018
N2 -11.2612 8.8056 1.6217  0.531
C4 -10.1052 8.1171 1.3875  0.023
C5 -9.6827 7.7301 0.0781  0.140
F1 -10.5661 7.7498 -0.9760  0.030
C6 -8.4106 7.3003 -0.2135  -0.043
F2 -7.9851 7.1703 -1.4882  -0.003
C7 -7.5691 6.9386 0.8271  0.153
F3 -6.3309 6.4863 0.5984  0.017
C8 -7.9322 7.1946 2.1421  -0.047
F4 -7.0443 6.8746 3.1174  -0.004
C9 -9.1794 7.7425 2.4205  0.119
F5 -9.4334 8.1366 3.6779  0.011
C10 -14.4422 11.2306 1.5728  -0.027
C11 -14.5026 11.7319 0.1372  0.039
N3 -13.1703 11.5138 -0.4619  0.190
C12 -12.9967 12.0945 -1.7023  0.022
C13 -11.9060 12.9699 -2.0086  -0.021
F6 -11.0183 13.3620 -1.0513  -0.006
C14 -11.6917 13.4694 -3.2744  -0.011
F7 -10.5672 14.1891 -3.5023  -0.001
C15 -12.6385 13.2358 -4.2636  0.028
F8 -12.4516 13.6980 -5.5031  0.002
C16 -13.7826 12.4810 -4.0110  -0.014
F9 -14.7152 12.3258 -4.9950  -0.001
C17 -13.9219 11.8939 -2.7969  0.010
F10 -14.8711 10.9179 -2.6821  0.000
H1 -15.2530 8.6460 1.2010  0.005
H2 -13.6191 8.0105 0.8137  0.006
H3 -14.4338 9.2079 -0.2151  -0.003
H4 -14.0272 9.1874 3.4599  -0.002
H5 -12.8520 10.5499 3.4513  -0.005
H6 -12.4255 7.6200 2.9892  0.028
H7 -11.3664 8.8728 3.7042  0.030
H8 -13.9069 11.8906 2.2443  -0.002
H9 -15.4271 11.0288 2.0022  0.002
H10 -14.7930 12.8044 0.0433  0.018
H11 -15.3093 11.2452 -0.4589  0.008
O1 -10.7124 11.7584 1.7867  0.264
Se1 -9.1383 11.3372 0.7636  -0.019
O2 -8.4593 12.7388 0.4010  0.019
O3 -10.0203 10.5106 -0.6274  0.060
O4 -8.2542 10.3308 1.6454  0.004

Forces on atoms 1 to 3 (eV/Å):
Ru -1.8136 -0.6493 -0.3551
C 0.5662 0.5887 0.3930
N -0.3162 -0.2488 -0.8798

Results
2S+1   5
Highest occupied orbital energy (alpha / beta)   -0.29873 / -0.32293 hartree
Calculated total energy   -125561.5370 eV
LUMO (alpha / beta)   -0.35 / -3.30 eV
HOMO-LUMO gap (alpha / beta)   7.780 / 5.485 eV
Net charge   0



Computed, not measured: a molecular structure, C17H11IrN6O5S2, with ωB97M-V/def2-TZVPD.

Last column: natural (NBO) charge in e.
Atoms and positions in Å:
Ir1 1.6159 0.8362 -1.6223  0.357
O1 3.5884 0.5044 -1.1421  -0.495
N1 3.7275 -0.2451 -0.1098  0.163
N2 2.6708 -0.8267 0.2804  0.123
O2 1.4736 -0.6394 -0.2903  -0.565
C1 2.7114 -1.7132 1.4065  0.177
C2 1.5311 -2.3010 1.8285  -0.240
C3 1.5605 -3.1561 2.9213  -0.198
C4 2.7512 -3.4153 3.5805  -0.210
C5 3.9246 -2.8124 3.1445  -0.198
C6 3.9147 -1.9573 2.0568  -0.237
H1 0.6071 -2.0852 1.3152  0.243
H2 0.6399 -3.6143 3.2574  0.217
H3 2.7671 -4.0815 4.4327  0.217
H4 4.8578 -3.0059 3.6563  0.219
H5 4.8210 -1.4824 1.7127  0.244
O3 -2.8701 0.0315 2.1315  -0.857
S1 -3.2824 0.6383 0.9167  2.293
O4 -4.2339 1.6864 0.8839  -0.846
N3 -1.8328 1.2088 0.0702  -0.322
C7 -1.5636 0.5371 -1.0158  0.058
S2 -0.4557 1.4158 -1.9769  0.587
C8 -2.5316 -0.5295 -1.2978  -0.097
C9 -2.5516 -1.4164 -2.3563  -0.157
C10 -3.6066 -2.3192 -2.4360  -0.174
C11 -4.6101 -2.3432 -1.4746  -0.182
C12 -4.5847 -1.4605 -0.3987  -0.190
C13 -3.5358 -0.5708 -0.3379  -0.248
H6 -1.7675 -1.4017 -3.1020  0.244
H7 -3.6443 -3.0153 -3.2628  0.232
H8 -5.4208 -3.0532 -1.5614  0.232
H9 -5.3586 -1.4673 0.3570  0.244
N4 2.0368 4.9612 -2.0818  -0.781
C14 1.3976 3.7976 -1.8761  0.686
O5 1.7854 2.7965 -2.5483  -0.675
C15 0.3301 3.8008 -0.9021  -0.476
C16 0.1907 4.9331 -0.0559  0.282
N5 0.1430 5.8743 0.6085  -0.343
C17 -0.4907 2.6990 -0.7242  0.140
N6 -1.3274 2.4413 0.2789  -0.300
H10 2.8544 4.9486 -2.6656  0.413
H11 1.7679 5.8019 -1.6010  0.418

Forces on atoms 1 to 3 (eV/Å):
Ir -0.0829 0.5075 0.3308
O -0.3278 0.3268 0.1259
N -0.0358 -0.3503 -0.0942

Results
Relative energy (zero: lowest compared OMol25 entry of this formula, charge and spin)   37.7 kcal/mol
Highest occupied orbital energy (alpha / beta)   -0.27118 / -0.27116 hartree
Calculated total energy   -61488.3207 eV
LUMO (alpha / beta)   -1.94 / -1.94 eV
HOMO-LUMO gap (alpha / beta)   5.439 / 5.439 eV
Net charge   0



Computed, not measured: a molecular structure, C17H11N4O4PtS, with ωB97M-V/def2-TZVPD.

Last column: natural (NBO) charge in e.
Atoms and positions in Å:
Pt1 0.4083 0.4647 0.0708  1.132
N1 3.8385 -1.5778 0.9748  -0.505
C1 3.8962 -0.7953 2.1343  0.177
C2 4.8327 -0.7273 3.1605  -0.243
C3 4.5681 0.1797 4.1644  -0.178
C4 3.4158 0.9908 4.1481  -0.193
C5 2.4969 0.9166 3.1244  -0.192
C6 2.7616 0.0014 2.1107  0.069
N2 2.0416 -0.3075 0.9544  -0.481
C7 2.7201 -1.2380 0.3164  0.395
C8 2.1847 -1.7291 -0.9557  0.056
C9 2.6074 -2.6758 -1.8209  -0.402
S1 1.4682 -2.8370 -3.0805  0.573
C10 0.5014 -1.6294 -2.3972  -0.118
N3 0.9943 -1.1160 -1.3028  -0.481
H1 4.5192 -2.2556 0.6780  0.437
H2 5.7183 -1.3482 3.1735  0.236
H3 5.2646 0.2725 4.9870  0.235
H4 3.2544 1.6863 4.9606  0.235
H5 1.6102 1.5365 3.1076  0.234
H6 3.4860 -3.2994 -1.7717  0.269
H7 -0.4300 -1.3058 -2.8398  0.262
O1 -1.3530 0.0985 1.2643  -0.628
C11 -2.3437 0.8439 1.3226  0.457
C12 -2.6281 1.9423 0.4589  -0.320
C13 -3.8183 2.6564 0.7169  -0.110
C14 -4.1367 3.7143 -0.0712  0.037
C15 -3.3120 4.1163 -1.1279  -0.135
C16 -2.1578 3.4285 -1.3946  -0.273
C17 -1.7922 2.3199 -0.6113  0.424
O2 -0.6714 1.7095 -0.9484  -0.692
N4 -5.3827 4.4642 0.1902  0.523
O3 -5.6399 5.3848 -0.5556  -0.360
O4 -6.0787 4.0847 1.1077  -0.368
H8 -3.0791 0.6026 2.0974  0.167
H9 -4.4702 2.3694 1.5313  0.256
H10 -3.5973 4.9728 -1.7223  0.263
H11 -1.5054 3.7204 -2.2057  0.243

Forces on atoms 1 to 3 (eV/Å):
Pt 0.2833 -0.0824 -0.0873
N 0.1257 0.1564 0.2681
C 0.2879 -0.3566 -0.2704

Results
Relative energy (zero: lowest compared OMol25 entry of this formula, charge and spin)   51.3 kcal/mol
Highest occupied orbital energy (alpha / beta)   -0.41947 / -0.41968 hartree
Calculated total energy   -46030.7652 eV
LUMO (alpha / beta)   -4.16 / -4.15 eV
HOMO-LUMO gap (alpha / beta)   7.253 / 7.273 eV
Net charge   +1